ORCA calculation (the ωB97M-V functional and the def2-TZVPD basis) on a structure of composition C17H32BeF3MgN3O21.

Properties
E_HOMO in eV: -8.510
Total energy in a.u.: -2925.3614
Frontier orbital gap in eV: 6.324
LUMO in eV: -2.186

```
! wB97M-V def2-TZVPD RIJCOSX def2/J DEFGRID3
* xyz 0 1
Mg -0.778 -0.369 -3.218
Be -0.229 3.889 -2.063
N 0.650 1.794 -1.215
O 0.297 0.996 -2.089
O 0.343 3.083 -1.428
O 1.208 1.429 -0.229
N -2.981 1.993 -3.038
O -4.208 2.018 -3.312
O -2.293 0.924 -3.055
O -2.353 3.031 -2.666
N 0.503 1.849 -4.926
O 0.437 2.748 -4.006
O 0.044 0.749 -4.669
O 0.985 2.100 -6.004
C 1.530 -2.626 -3.381
O 2.699 -1.839 -3.329
O 0.503 -1.830 -3.257
C 1.575 -3.515 -4.621
F 0.493 -3.304 -5.372
F 2.606 -3.222 -5.381
F 1.630 -4.814 -4.387
C 3.138 -1.294 -2.141
C 4.226 -0.279 -2.419
H 4.371 0.265 -1.474
H 5.200 -0.715 -2.630
H 3.895 0.448 -3.159
H 3.537 -2.121 -1.523
H 2.365 -0.841 -1.505
H 1.628 -3.247 -2.462
C -0.462 -1.137 3.530
C -1.399 -1.350 4.716
C -2.053 0.025 4.848
O -2.006 0.594 3.537
C -1.297 -0.236 2.629
H -0.087 -2.054 3.079
H 0.419 -0.637 3.944
H -0.860 -1.584 5.638
H -2.053 -2.204 4.534
H -1.430 0.679 5.464
H -3.044 -0.160 5.270
H -0.679 0.359 1.949
H -2.001 -0.748 1.966
C 4.320 -4.012 3.858
O 4.137 -2.613 3.823
C 4.073 -2.050 2.607
O 4.312 -2.586 1.590
O 3.797 -0.750 2.766
C 3.432 -0.030 1.602
H 3.398 -4.574 3.714
H 4.691 -4.172 4.863
H 5.016 -4.361 3.101
H 3.576 1.015 1.868
H 2.432 -0.231 1.225
H 4.091 -0.157 0.739
C -4.346 -0.964 -1.233
O -3.501 -1.730 -0.365
C -2.221 -1.806 -0.628
O -1.680 -1.329 -1.574
O -1.638 -2.610 0.206
C -0.262 -3.011 0.074
H -5.345 -1.187 -0.869
H -4.351 -1.416 -2.226
H -4.108 0.087 -1.238
H -0.226 -3.913 -0.534
H 0.035 -3.313 1.072
H 0.325 -2.200 -0.351
C -2.944 3.087 1.943
O -2.898 4.480 1.508
C -2.180 4.738 0.481
O -1.400 4.020 -0.048
O -2.268 5.993 0.130
C -3.207 6.853 0.786
H -1.969 2.639 1.792
H -3.781 2.623 1.434
H -3.140 3.033 3.005
H -4.267 6.666 0.650
H -3.042 7.815 0.282
H -2.931 7.119 1.806
*
```

Atomic partial charges in e from the Mulliken method, atoms 1 to 5: 1.338, -0.101, 0.722, -0.064, 0.674